[1]
2 unconnected molecules or ions with the total composition C9H14 in a non-equilibrium geometry. Source: the OMol25 dataset; level of theory: the ωB97M-V functional and the def2-TZVPD basis.

```
23
Properties=species:S:1:pos:R:3
C 2.6969 -0.4068 1.9843
C 1.9051 0.6739 1.2524
H 3.7144 -0.2101 1.7372
H 2.6429 -0.2743 3.0695
H 2.4476 -1.4462 1.7187
H 0.8091 0.4862 1.4255
H 1.9937 0.1983 0.1343
H 2.3790 1.6175 1.3231
C -2.8933 0.2855 0.4682
C 0.3595 -0.9136 -0.8916
C 0.2647 -0.4710 -2.2400
C -0.6397 -0.6381 0.0806
C -1.7102 0.0805 -0.3460
C -0.7758 0.3915 -2.5711
C -1.8019 0.6348 -1.6011
H 1.2660 -1.2775 -0.3868
H 0.9664 -1.0013 -3.0037
H -0.4686 -0.9734 1.1446
H -0.8156 0.8672 -3.4456
H -3.7934 -0.0419 -0.2176
H -2.9847 1.3706 0.6746
H -2.6440 1.2108 -1.8640
H -2.9181 -0.1625 1.5545
```

Calculated values
maximum force = 5.4 eV/Å
total charge = 0

[2]
2 unconnected molecules or ions with the total composition C9H14 in a non-equilibrium geometry. Source: the OMol25 dataset; level of theory: the ωB97M-V functional and the def2-TZVPD basis.

```
23
Properties=species:S:1:pos:R:3
C 0.3313 -0.3596 2.8611
C -1.1388 -1.7517 1.2752
C -0.6152 -0.4549 1.6729
C -2.1360 -1.8122 0.2914
C -2.4379 -0.6169 -0.3669
C -1.1518 0.7295 1.1414
C -1.9287 0.5878 -0.0241
H -0.9247 -2.5793 1.9143
H -2.6706 -2.6741 0.0230
H 0.9458 0.5970 2.7608
H 0.9262 -1.3000 2.8751
H -3.2372 -0.6187 -1.0814
H -0.9120 1.6595 1.7035
H -2.4087 1.5719 -0.4579
H -0.2892 -0.0570 3.6827
C 1.8257 1.3480 -2.7600
C 2.5621 0.4755 -1.8778
H 2.0914 2.4143 -2.5057
H 2.1615 1.1797 -3.7406
H 0.8230 1.0292 -2.7458
H 2.3846 0.7561 -0.8945
H 3.6615 0.4498 -1.8219
H 2.1379 -0.5739 -1.9248
```

Calculated values
maximum force = 4.4 eV/Å
total charge = 0

[3]
2 unconnected molecules or ions with the total composition C9H14 in a non-equilibrium geometry. Source: the OMol25 dataset; level of theory: the ωB97M-V functional and the def2-TZVPD basis.

```
23
Properties=species:S:1:pos:R:3
C 2.2872 -0.2321 1.4287
C 1.8370 0.6999 2.6239
H 1.5064 -0.5337 0.8894
H 2.6708 0.4137 0.6018
H 2.9147 -1.0760 1.3697
H 2.4109 0.3517 3.4576
H 0.7964 0.5477 2.7570
H 2.1141 1.7899 2.5439
C 1.3898 0.1837 -1.7315
C -0.0113 0.2369 -1.1892
C -0.7111 -0.9071 -1.5048
C -0.5334 1.0415 -0.1319
C -1.7670 -1.3840 -0.7776
C -1.7737 0.7541 0.3261
C -2.3837 -0.4776 0.1411
H 1.8894 1.1950 -1.7252
H 1.4345 0.0405 -2.8407
H -0.3192 -1.5413 -2.3230
H 0.0489 1.9081 0.1500
H -1.9765 -2.3236 -0.6337
H -2.3524 1.2833 1.1761
H -3.1068 -0.8929 0.8615
H 1.9671 -0.6545 -1.3931
```

Calculated values
maximum force = 6.5 eV/Å
total charge = 0

[4]
A molecular structure, C9H14B2ClF4MoN4O4S4Sb in a non-equilibrium geometry. Source: the OMol25 dataset; level of theory: the ωB97M-V functional and the def2-TZVPD basis.

```
44
Properties=species:S:1:pos:R:3
Mo 0.0824 1.1710 -0.1419
C -1.3117 -0.2398 3.7888
C -1.0988 0.1248 2.3658
N 0.0216 0.5473 1.8779
O 1.0608 0.7869 2.7205
B 2.4565 0.8107 2.1235
F 3.1985 1.7248 2.7608
F 2.9808 -0.4516 2.1340
O 2.3884 1.2521 0.6144
N 1.8492 0.2535 -0.1236
C 2.3056 -0.7808 -0.7088
C 3.7149 -1.2360 -0.7844
C 1.1664 -1.4242 -1.4345
N 0.0593 -0.7588 -1.3564
O -0.9764 -1.1888 -2.1207
B -2.4123 -1.0971 -1.6168
F -3.1525 -1.1065 -2.7538
F -2.6470 -2.1593 -0.7765
O -2.6875 0.2011 -0.9053
N -1.8414 0.3838 0.1572
C -2.1872 -0.0003 1.3419
C -3.5277 -0.5397 1.6853
C 1.3379 -2.6741 -2.2118
H -0.3670 -0.1704 4.3209
H -1.7025 -1.2550 3.8583
H -2.0305 0.4371 4.2521
H 4.3283 -0.6798 -0.0808
H 4.0890 -1.0824 -1.7992
H 3.7879 -2.2991 -0.5563
H -4.2142 -0.3685 0.8592
H -3.9094 -0.0599 2.5856
H -3.4647 -1.6131 1.8698
H 1.8830 -2.4623 -3.1358
H 0.3587 -3.0711 -2.4725
H 1.9049 -3.4079 -1.6439
S 1.6311 0.9644 -3.7510
Sb -0.7994 0.6996 -4.4754
S -1.0083 2.1326 -2.1905
S 1.0013 2.3979 -2.1590
S -0.6176 2.4924 -5.8338
Cl -1.8810 3.5583 0.5357
C -0.1558 3.1099 0.8312
H -0.0474 3.1348 1.9208
H 0.4338 3.9436 0.4291
```

Calculated values
maximum force = 1.9 eV/Å
total charge = 0

[5]
2 unconnected molecules or ions with the total composition C9H14BrClN2 in a non-equilibrium geometry. Source: the OMol25 dataset; level of theory: the ωB97M-V functional and the def2-TZVPD basis.

```
27
Properties=species:S:1:pos:R:3
C -0.0419 -2.6109 -1.4340
C 0.7738 -2.8764 -0.2655
C -0.8727 -1.5655 -1.0396
C 1.8825 -3.9860 -0.1423
C -1.8398 -0.7975 -1.8824
C 0.8046 2.5531 -0.0980
C 1.0478 1.2332 0.6577
C -0.2465 0.8907 1.2655
C -1.0106 -0.2234 0.9380
N 0.4340 -2.0629 0.7352
N -0.5852 -1.2696 0.2656
Cl -4.3422 2.8451 3.1942
Br -2.8367 -0.0079 1.2928
H -0.1892 -3.1575 -2.3755
H 2.6242 -3.7338 0.5434
H 1.3419 -4.9663 0.0293
H 2.3579 -4.1778 -1.1543
H -2.8430 -0.7702 -1.3188
H -1.3924 0.2613 -1.8959
H -2.1048 -1.1830 -2.9596
H 1.6435 2.8402 -0.6333
H -0.0040 2.3682 -0.8547
H 0.4444 3.3359 0.5130
H 1.7092 1.4233 1.4088
H 1.5928 0.4669 0.1687
H -0.6986 1.7700 1.7726
H -3.1099 3.0353 2.7488
```

Calculated values
maximum force = 6.9 eV/Å
total charge = 0

[6]
2 unconnected molecules or ions with the total composition C9H14F2Si2 in a non-equilibrium geometry. Source: the OMol25 dataset; level of theory: the ωB97M-V functional and the def2-TZVPD basis.

```
27
Properties=species:S:1:pos:R:3
C 3.9544 -1.0141 -0.6138
C 3.1779 -0.1389 0.0940
C 3.3261 -1.8198 -1.5401
C 1.8429 0.1669 -0.2903
C 2.0188 -1.4619 -1.9693
C 1.3374 -0.4254 -1.4085
C -0.4896 1.7619 -2.5249
C -2.1510 -1.2357 1.2563
C -3.3942 1.1303 2.9539
F -2.1596 1.4230 0.5335
F -0.5632 0.8235 2.3105
Si -0.5292 -0.0442 -1.8128
Si -2.0406 0.5157 1.8200
H 4.9364 -1.2285 -0.0984
H 3.6368 0.3101 1.0014
H 3.8145 -2.6676 -2.0639
H 1.2270 0.8344 0.1299
H 1.4965 -2.1152 -2.6596
H -0.6252 1.6742 -3.7036
H -1.4226 2.1424 -2.2171
H 0.3434 2.3532 -2.2164
H -1.8761 -1.3514 0.1616
H -1.5263 -1.9540 1.8533
H -3.1871 -1.6138 1.4047
H -3.1521 2.1168 3.4795
H -4.3419 1.4078 2.3647
H -3.6534 0.4103 3.7557
```

Calculated values
maximum force = 4.4 eV/Å
total charge = 0

[7]
C9H14F2Si2 in the gas phase in a non-equilibrium geometry. Source: the OMol25 dataset; level of theory: the ωB97M-V functional and the def2-TZVPD basis.

```
27
Properties=species:S:1:pos:R:3
F 2.1385 -1.5537 -3.7295
F 1.1461 0.9143 -4.0486
C 0.3442 0.8688 -1.0878
C 0.2315 -1.5130 -1.3107
C -0.4039 0.7695 0.0639
C -0.5291 -1.6342 -0.1706
C 0.6854 -0.2952 -1.7205
C -0.8222 -0.4621 0.5070
C 3.5229 0.5736 -2.4010
C -3.3101 0.5870 1.8971
C -0.5416 0.1747 3.4321
Si 1.8823 -0.1173 -3.0547
Si -1.7341 -0.4805 2.1097
H 0.7788 1.8358 -1.4333
H 0.5350 -2.3737 -1.8661
H -0.6436 1.6765 0.5934
H -0.9586 -2.5603 0.1601
H 3.3186 1.5149 -1.9720
H 4.2172 0.6842 -3.2230
H 3.9253 -0.0925 -1.6975
H -3.8092 0.7721 2.8402
H -3.1298 1.5763 1.4761
H -3.9880 0.0750 1.2409
H 0.1501 -0.6186 3.7216
H 0.1072 0.9308 2.9896
H -1.0113 0.6110 4.3122
H -2.1016 -1.8635 2.3714
```

Calculated values
maximum force = 2.7 eV/Å
total charge = 0

[8]
A gas-phase ion, C9H14N (charge +1) in a non-equilibrium geometry. Source: the OMol25 dataset; level of theory: the ωB97M-V functional and the def2-TZVPD basis.

```
24
Properties=species:S:1:pos:R:3
C -2.1919 -2.2441 2.1599
N -1.4238 -1.9069 0.9051
C -1.1584 -0.4430 0.8528
C -0.0064 -0.0703 -0.0832
C 0.8149 -0.9864 -0.7057
C 1.8480 -0.5495 -1.5136
C 2.0573 0.7985 -1.6599
C 1.2417 1.7388 -1.0489
C 1.4089 3.2427 -1.1956
C 0.2017 1.2861 -0.2569
H -1.9063 -1.6060 2.9984
H -1.9982 -3.2797 2.4558
H -3.2576 -2.0825 1.9751
H -1.9864 -2.2410 0.1222
H -0.5296 -2.4003 0.9347
H -2.0514 0.1073 0.5300
H -0.9061 -0.0312 1.8365
H 0.6783 -2.0626 -0.5731
H 2.4926 -1.2539 -2.0323
H 2.8825 1.1656 -2.2710
H 1.9361 3.6878 -0.3429
H 1.9083 3.4464 -2.1468
H 0.4067 3.6896 -1.1848
H -0.4608 1.9946 0.2442
```

Calculated values
maximum force = 1.8 eV/Å
total charge = +1

Record-wise total energy values, in eV: -9557.8683; -9558.5585; -9557.6344; -100196.1319; -95103.0185; -30751.9845; -30754.9391; -11043.6288